(1)
The following is a DFT calculation (ωB97M-V/def2-TZVPD) of a molecular structure, C28H49BN5O5P3RuTe.

Results
LUMO (spin up / spin down): -0.1024 / -0.1028 hartree
energy above the lowest of the compared OMol25 structures with the same formula, charge and spin: 44.5 kJ/mol
HOMO-LUMO gap (spin up / spin down): 0.22103 / 0.26390 Eh
total energy: -85938.62365 eV

The geometry in ORCA input format:
```
! RIJCOSX wB97M-V def2-TZVPD def2/J DEFGRID3
* xyz 1 2
Ru 0.144 1.515 1.126
C -0.389 3.511 4.037
P -1.093 2.781 2.527
C -2.714 2.231 3.177
C -1.659 4.252 1.593
C -2.340 3.700 0.353
P -1.147 2.584 -0.469
C -2.180 1.864 -1.780
C -0.140 3.775 -1.424
H -1.134 4.143 4.523
H 0.490 4.113 3.807
H -0.093 2.728 4.737
H -3.313 3.081 3.508
H -2.569 1.583 4.035
H -3.263 1.676 2.416
H -0.790 4.865 1.338
H -2.329 4.866 2.202
H -2.692 4.476 -0.332
H -3.211 3.103 0.636
H -2.596 2.652 -2.411
H -2.997 1.300 -1.326
H -1.605 1.179 -2.400
H -0.793 4.485 -1.935
H 0.449 3.255 -2.182
H 0.552 4.311 -0.772
C 3.916 0.746 2.087
Te 2.200 1.758 2.834
C 1.968 0.425 4.458
H 3.892 -0.279 2.451
H 4.805 1.255 2.448
H 3.915 0.738 1.004
H 2.804 0.534 5.142
H 1.912 -0.592 4.074
H 1.043 0.676 4.970
O -0.304 -2.840 -1.783
B -0.020 -1.523 -2.023
O -0.781 -0.940 -3.003
C -1.633 -1.973 -3.401
C -2.622 -1.936 -4.351
C -3.332 -3.123 -4.532
C -3.049 -4.264 -3.790
C -2.039 -4.284 -2.828
C -1.347 -3.109 -2.665
H -2.834 -1.046 -4.924
H -4.122 -3.154 -5.268
H -3.627 -5.161 -3.961
H -1.809 -5.165 -2.250
C 4.269 -1.370 -0.824
C 3.575 -1.379 -2.173
C 2.798 -0.077 -2.500
C 2.157 -0.192 -3.896
C 1.359 1.030 -4.310
C 3.807 1.057 -2.554
O 4.733 1.070 -3.321
N 3.597 2.106 -1.675
C 2.621 2.209 -0.712
O 2.530 3.162 0.033
N 1.668 1.134 -0.600
C 1.754 0.153 -1.425
O 0.918 -0.873 -1.251
H 4.774 -2.320 -0.657
H 3.566 -1.230 0.001
H 5.027 -0.587 -0.765
H 2.880 -2.218 -2.234
H 4.300 -1.499 -2.979
H 1.536 -1.091 -3.931
H 2.988 -0.360 -4.583
H 0.537 1.243 -3.620
H 0.918 0.879 -5.293
H 1.992 1.917 -4.374
H 4.248 2.882 -1.712
C -2.891 -2.548 2.699
N -2.614 -2.539 1.264
C -1.567 -3.526 0.992
N -0.348 -3.348 1.780
C -0.709 -3.338 3.193
N -1.714 -2.339 3.539
C -1.180 -0.989 3.357
P -0.662 -0.587 1.629
C -2.197 -1.208 0.815
C 0.351 -2.119 1.393
H -3.315 -3.522 2.953
H -3.633 -1.778 2.922
H -1.311 -3.490 -0.068
H -1.971 -4.515 1.222
H 0.190 -3.162 3.789
H -1.104 -4.324 3.447
H -0.326 -0.853 4.023
H -1.941 -0.281 3.659
H -2.057 -1.230 -0.272
H -2.999 -0.486 1.010
H 1.272 -2.026 1.981
H 0.651 -2.209 0.350
*
```

(2)
The following is a DFT calculation (ωB97M-V/def2-TZVPD) of 2 unconnected molecules or ions with the total composition C4H10NO2.

Results
LUMO: 0.1444 hartree
energy above the lowest of the compared OMol25 structures with the same formula, charge and spin: 251.5 kJ/mol
HOMO-LUMO gap: 0.26310 Eh
total energy: -9894.83927 eV

The geometry in ORCA input format:
```
! RIJCOSX wB97M-V def2-TZVPD def2/J DEFGRID3
* xyz -1 1
O 1.484 0.943 -3.481
C 1.471 1.062 -2.277
C 0.555 0.332 -1.344
N 1.244 -0.013 -0.111
H 2.201 1.712 -1.760
H -0.254 1.022 -1.081
H 0.089 -0.510 -1.866
H 0.462 0.070 0.662
H 1.608 -0.955 -0.169
C -0.976 -0.899 2.218
O -0.922 0.217 1.425
C -2.384 -1.141 2.767
H -0.294 -0.828 3.095
H -0.666 -1.809 1.656
H -2.443 -2.038 3.396
H -3.093 -1.245 1.941
H -2.705 -0.266 3.335
*
```

(3)
The following is a DFT calculation (ωB97M-V/def2-TZVPD) of a molecular structure, BrCdH6O3 in a non-equilibrium geometry.

Results
LUMO: -0.2939 hartree
energy above the lowest of the compared OMol25 structures with the same formula, charge and spin: 0.0 kJ/mol
HOMO-LUMO gap: 0.20799 Eh
total energy: -80838.62889 eV

The geometry in ORCA input format:
```
! RIJCOSX wB97M-V def2-TZVPD def2/J DEFGRID3
* xyz 1 1
Cd -29.345 -19.621 -20.736
Br -31.446 -18.180 -21.201
O -33.953 -17.221 -23.467
H -33.516 -16.519 -23.967
H -33.303 -17.495 -22.812
O -31.426 -15.257 -22.808
H -31.541 -15.974 -22.167
H -30.646 -14.774 -22.511
O -29.157 -19.973 -22.782
H -29.062 -20.679 -23.447
H -29.696 -19.276 -23.217
*
```

(4)
The following is a DFT calculation (ωB97M-V/def2-TZVPD) of a molecular structure, C14H8ClF3N4O3PdS2 in a non-equilibrium geometry.

Results
LUMO (spin up / spin down): -0.2966 / -0.4248 hartree
energy above the lowest of the compared OMol25 structures with the same formula, charge and spin: 66.6 kJ/mol
HOMO-LUMO gap (spin up / spin down): 0.23019 / 0.15833 Eh
total energy: -72555.29323 eV

The geometry in ORCA input format:
```
! RIJCOSX wB97M-V def2-TZVPD def2/J DEFGRID3
* xyz 2 5
Pd 0.139 1.510 -0.579
S -0.554 -5.960 0.713
N -1.672 -4.814 0.724
C -1.068 -3.678 0.442
C -1.679 -2.390 0.366
C -3.047 -2.162 0.578
C -3.520 -0.871 0.516
C -2.625 0.158 0.240
N -1.330 -0.062 0.002
C -0.842 -1.302 0.060
C 0.593 -1.486 -0.206
N 1.296 -0.417 -0.569
C 2.606 -0.507 -0.799
C 3.298 -1.710 -0.667
C 2.597 -2.843 -0.322
C 1.214 -2.745 -0.093
C 0.379 -3.853 0.228
N 0.757 -5.110 0.363
H -3.702 -2.997 0.793
H -4.563 -0.644 0.685
H -2.955 1.189 0.207
H 3.116 0.403 -1.092
H 4.362 -1.743 -0.852
H 3.087 -3.804 -0.233
F -0.242 3.586 3.114
C -0.442 4.052 1.917
F -1.327 3.212 1.281
F -0.981 5.236 1.930
S 1.206 3.812 0.535
O 2.322 4.608 0.908
O 1.324 2.362 0.945
O 1.420 3.248 -1.414
Cl -1.072 3.081 -2.108
C 0.599 3.906 -2.268
H 0.430 4.957 -2.029
H 0.880 3.777 -3.311
*
```